Entry 1:
An isolated ion of composition C16H24N5O and charge +1, computed with wB97M-V/def2-TZVPD.

Each line ends with the Mulliken charge.
Cartesian coordinates (Å):
C: -3.81208 -2.67518 -2.22323  -1.456
C: -3.34961 -1.38393 -1.55950  -0.152
N: -3.73785 -1.31955 -0.15817  0.116
C: -3.22095 -2.36659 0.68343  -1.211
C: -1.67927 -2.30171 0.81509  -0.672
N: -1.27322 -0.90929 0.89052  0.093
C: -0.07103 -0.47439 0.53155  0.478
N: 0.19140 0.82090 0.58059  -0.285
C: 1.37152 1.31160 0.21104  0.365
N: 1.52171 2.60430 0.46942  -0.079
C: 2.71218 3.42085 0.49836  -0.722
C: 2.52475 4.53016 1.53451  -0.807
O: 2.22624 3.91358 2.76557  -0.513
C: 2.35373 0.45962 -0.43567  0.547
C: 3.50934 0.88190 -1.10536  -0.223
C: 4.39154 -0.03645 -1.63043  -0.904
C: 4.15061 -1.40128 -1.50401  -0.578
C: 2.99750 -1.84570 -0.89551  -0.666
C: 2.08633 -0.92460 -0.38363  0.101
N: 0.89613 -1.35997 0.16180  -0.002
C: -2.28618 0.00305 1.38399  -0.729
C: -3.52879 -0.02391 0.46560  -0.866
H: -4.85193 -2.86317 -1.97285  0.343
H: -3.21543 -3.53095 -1.91673  0.305
H: -3.72748 -2.57764 -3.30195  0.441
H: -2.26273 -1.25561 -1.70909  0.145
H: -3.84988 -0.54874 -2.05495  0.502
H: -3.68869 -2.26376 1.66462  0.409
H: -3.50432 -3.33875 0.28270  0.399
H: -1.23564 -2.76621 -0.07021  0.540
H: -1.35519 -2.84960 1.70756  0.324
H: 0.72958 2.99890 0.96423  0.308
H: 3.56958 2.80865 0.79095  0.533
H: 2.89712 3.87868 -0.47944  0.369
H: 3.44838 5.11813 1.59081  0.427
H: 1.70532 5.19565 1.22515  0.373
H: 2.25316 4.56616 3.47240  0.326
H: 3.70214 1.93035 -1.24441  0.481
H: 5.27625 0.30537 -2.14310  0.426
H: 4.85604 -2.11310 -1.90221  0.412
H: 2.78361 -2.90151 -0.82434  0.417
H: 0.75283 -2.35671 0.24267  0.230
H: -1.85510 1.00044 1.42725  0.365
H: -2.55682 -0.31305 2.39540  0.328
H: -4.40907 0.21792 1.07101  0.305
H: -3.43572 0.73514 -0.31142  0.458

Forces on atoms 1 to 3 (eV/Å):
C 0.1 0.3 0.1
C -0.1 -0.1 -0.1
N 0.0 0.0 -0.1

Values from the calculation:
structure (SMILES): CCN1CCN(c2n/c(=[NH+]/CCO)c3ccccc3[nH]2)CC1
total charge: +1
LUMO level: -3.09 eV

***

Entry 2:
C7H14 in the gas phase, computed with wB97M-V/def2-TZVPD.

Each line ends with the Mulliken charge.
Cartesian coordinates (Å):
C: -0.60136 1.66921 0.50420  -1.541
C: -0.52479 0.17325 0.16176  1.825
C: -1.18679 -0.11948 -1.16884  -1.916
C: -1.31886 -0.64055 1.32690  -1.561
C: 0.93119 -0.26657 0.22582  -0.531
C: 2.14857 0.17005 -0.54933  -0.602
C: 1.65911 -1.23917 -0.66835  -0.581
H: -0.12717 1.87523 1.47215  0.352
H: -0.10949 2.30839 -0.24236  0.357
H: -1.65177 1.97030 0.56987  0.404
H: -2.23987 0.15489 -1.09481  0.457
H: -0.74083 0.44211 -2.00012  0.355
H: -1.10447 -1.18680 -1.39839  0.413
H: -0.94471 -0.51567 2.37104  0.371
H: -2.36553 -0.30321 1.34790  0.402
H: -1.34777 -1.73413 1.16192  0.353
H: 0.92396 -0.34423 1.30010  0.442
H: 2.00981 0.81093 -1.41094  0.255
H: 3.09835 0.29494 -0.03563  0.257
H: 2.28505 -2.02315 -0.25372  0.263
H: 1.20738 -1.49636 -1.61918  0.225

Forces on atoms 1 to 3 (eV/Å):
C -0.1 0.0 0.1
C -0.6 -0.3 0.5
C -0.2 -0.1 -0.1

Values from the calculation:
structure (SMILES): CC(C)(C)C1CC1
total charge: 0
LUMO level: 0.97 eV

***

Calculated total energy in eV, matching the order above: -26474.6797; -7484.9421
Energy relative to the best compared isomer or geometry (same formula, charge and spin) in kJ/mol, matching the order above: 22.7; 130.5
F_max in eV Å⁻¹, matching the order above: 0.61; 1.97